1.
Entry from OMol25: a molecular structure, C7H10 (wB97M-V/def2-TZVPD).

The HOMO energy (spin up / spin down) is -0.2866 / -0.2824 hartree. The lowest unoccupied orbital energy (spin up / spin down) is 0.0062 / -0.0071 Ha. Its orbital gap (spin up / spin down) is 8.0 / 7.5 eV. As for the charge: 0.

```
17
Properties=species:S:1:pos:R:3:nbo_charge:R:1
C 1.4506 -0.6141 -0.1419 -0.398
C 0.7388 0.7057 0.2864 -0.220
C -0.1481 0.9339 -0.8264 -0.066
C -1.0267 -0.2738 -0.6990 -0.303
C -1.6470 0.0332 0.6997 -0.386
C -0.2239 -0.2026 1.1915 -0.240
C 0.0412 -1.2078 0.0449 -0.208
H 1.9322 -0.6127 -1.1245 0.211
H 2.1300 -0.9982 0.6285 0.208
H 1.5901 1.6839 -0.1729 0.134
H 1.6304 1.7423 -1.1593 -0.047
H -0.2983 1.8248 -1.4176 0.233
H -1.6411 -0.5972 -1.5403 0.225
H -2.1076 1.0172 0.8493 0.206
H -2.3345 -0.7600 1.0086 0.216
H 0.0628 -0.3934 2.2271 0.220
H -0.1489 -2.2813 0.1460 0.214
```



2.
Entry from OMol25: C18H20N2O4 in the gas phase (wB97M-V/def2-TZVPD).

The HOMO energy is -0.3042 hartree. The lowest unoccupied orbital energy is 0.0264 Ha. Its orbital gap is 9.0 eV. As for the charge: 0. As for the SMILES: CCOc1ncccc1C(=O)N(C)C[C@H]1COc2ccccc2O1.

```
44
Properties=species:S:1:pos:R:3:nbo_charge:R:1
C 0.1700 3.3139 4.1876 -0.638
C -0.7941 3.1287 3.0242 -0.068
O -0.1945 2.4343 1.9357 -0.497
C 0.6547 3.1224 1.1599 0.536
N 0.8394 4.4121 1.3802 -0.502
C 1.6848 5.0804 0.6088 0.065
C 2.4070 4.4944 -0.4114 -0.298
C 2.2185 3.1376 -0.6455 -0.106
C 1.3120 2.4282 0.1222 -0.222
C 1.1612 0.9533 -0.0560 0.671
O 2.1270 0.2126 0.0200 -0.631
N -0.0853 0.4856 -0.2912 -0.418
C -1.2256 1.3006 -0.6278 -0.406
C -0.2692 -0.9456 -0.3695 -0.255
C 0.0605 -1.4993 -1.7770 0.060
C 1.3013 -2.3955 -1.7255 -0.103
O 1.0702 -3.5084 -0.8915 -0.498
C -0.1370 -4.1156 -1.1097 0.283
C -0.3432 -5.3886 -0.5925 -0.261
C -1.5402 -6.0437 -0.8072 -0.220
C -2.5411 -5.4369 -1.5489 -0.225
C -2.3545 -4.1634 -2.0510 -0.231
C -1.1607 -3.4905 -1.8267 0.194
O -1.0286 -2.2157 -2.3241 -0.486
H 0.5753 2.3527 4.4940 0.212
H -0.3529 3.7638 5.0266 0.215
H 0.9877 3.9642 3.8894 0.225
H -1.1578 4.1009 2.6766 0.196
H -1.6375 2.4986 3.3173 0.188
H 1.7800 6.1323 0.8426 0.195
H 3.0996 5.0707 -1.0027 0.224
H 2.7656 2.6244 -1.4225 0.228
H -0.9118 2.3179 -0.8516 0.218
H -1.7193 0.8845 -1.5085 0.203
H -1.9387 1.3256 0.2002 0.203
H 0.3873 -1.4152 0.3681 0.240
H -1.3081 -1.1783 -0.1236 0.218
H 0.2351 -0.6668 -2.4668 0.202
H 1.5465 -2.7337 -2.7422 0.178
H 2.1427 -1.8492 -1.2965 0.235
H 0.4564 -5.8438 -0.0302 0.225
H -1.6878 -7.0331 -0.4028 0.214
H -3.4720 -5.9517 -1.7301 0.214
H -3.1227 -3.6645 -2.6206 0.222
```



3.
Entry from OMol25: a molecular structure, C12H16BrCl2NY in a non-equilibrium geometry (wB97M-V/def2-TZVPD).

The HOMO energy (spin up / spin down) is -0.0572 / -0.0573 hartree. The lowest unoccupied orbital energy (spin up / spin down) is 0.0940 / 0.0940 Ha. Its orbital gap (spin up / spin down) is 4.1 / 4.1 eV. As for the charge: -1.

```
33
Properties=species:S:1:pos:R:3:nbo_charge:R:1
Y 2.4390 0.0548 -0.5664 1.486
Cl 1.3385 -2.1607 -0.1632 -0.695
Cl 2.0162 2.0625 0.8094 -0.679
C 4.6869 -0.3516 -0.2897 -1.463
H 5.4852 0.3572 0.0566 0.174
H 5.2608 -1.0773 -0.9192 0.169
C -0.7781 1.6129 -1.4373 -0.112
C 0.3069 1.0302 -1.8436 -0.290
H -0.7209 2.4778 -0.7557 0.225
C 0.2748 -0.2307 -2.6811 -0.503
H 1.2690 1.5897 -1.7498 0.191
C -0.8938 -0.2618 -3.7027 -0.374
H 1.2101 -0.3940 -3.2267 0.214
H 0.1930 -1.1282 -2.0277 0.272
C -2.1989 0.0780 -2.9970 -0.398
H -0.7209 0.4859 -4.4907 0.191
H -0.9590 -1.2631 -4.1575 0.210
C -2.1180 1.2219 -1.9564 -0.449
H -2.9392 0.3554 -3.7462 0.202
H -2.5357 -0.8141 -2.4571 0.204
H -2.6297 2.1245 -2.3244 0.210
H -2.6612 0.9008 -1.0584 0.220
Br -0.2067 -3.4445 5.0674 0.040
C -0.3523 -1.7433 4.2215 -0.131
C -0.8538 -0.6263 4.8947 -0.213
C -0.9433 0.5974 4.2238 -0.257
C -0.4810 0.6515 2.8922 0.050
N 0.0471 -0.4060 2.2886 -0.402
C 0.0710 -1.5989 2.8832 0.026
H -1.1627 -0.7320 5.9211 0.219
H -1.3340 1.4984 4.6833 0.215
H -0.5337 1.5791 2.3068 0.211
H 0.4244 -2.4455 2.3021 0.235
```



4.
Entry from OMol25: C16H22ClN3O2 in the gas phase (wB97M-V/def2-TZVPD).

The HOMO energy is -0.2992 hartree. The lowest unoccupied orbital energy is 0.0150 Ha. Its orbital gap is 8.5 eV. As for the charge: 0. As for the SMILES: CCC(=O)Nc1cc(Cl)ccc1N1CCN(C(=O)CC)CC1.

```
44
Properties=species:S:1:pos:R:3:nbo_charge:R:1
C -0.4960 -4.3376 -0.3069 -0.596
C -1.4738 -3.8707 0.7720 -0.489
C -2.2006 -2.6175 0.3103 0.688
O -3.2867 -2.6464 -0.2195 -0.601
N -1.4735 -1.4817 0.5226 -0.637
C -1.8226 -0.1544 0.2525 0.208
C -3.1422 0.2141 0.0352 -0.261
C -3.4671 1.5504 -0.1241 -0.043
Cl -5.1148 1.9949 -0.3879 0.008
C -2.4938 2.5291 -0.0479 -0.236
C -1.1747 2.1579 0.1438 -0.230
C -0.8033 0.8227 0.2666 0.106
N 0.5270 0.4098 0.4577 -0.466
C 1.4785 1.4069 0.9112 -0.222
C 2.8553 0.7720 1.0796 -0.208
N 3.3472 0.3388 -0.2135 -0.452
C 4.6247 -0.0265 -0.4919 0.691
O 4.9279 -0.4699 -1.5829 -0.630
C 5.6597 0.1826 0.5977 -0.493
C 6.2324 1.5981 0.5121 -0.595
C 2.3194 0.0953 -1.2096 -0.242
C 1.0941 -0.5085 -0.5319 -0.226
H -1.0291 -4.5221 -1.2361 0.220
H 0.2710 -3.5890 -0.4949 0.198
H -0.0093 -5.2601 0.0006 0.216
H -0.9457 -3.6828 1.7088 0.205
H -2.2218 -4.6459 0.9393 0.234
H -0.5697 -1.5816 0.9608 0.408
H -3.9061 -0.5441 0.0030 0.265
H -2.7567 3.5696 -0.1491 0.227
H -0.4299 2.9354 0.1836 0.216
H 1.5801 2.2535 0.2164 0.177
H 1.1308 1.7937 1.8731 0.220
H 2.7818 -0.0777 1.7728 0.190
H 3.5289 1.5138 1.5128 0.213
H 5.2457 -0.0103 1.5870 0.206
H 6.4622 -0.5324 0.4105 0.237
H 6.6632 1.7605 -0.4727 0.222
H 7.0115 1.7342 1.2585 0.214
H 5.4628 2.3498 0.6752 0.197
H 2.7354 -0.5952 -1.9469 0.258
H 2.0540 1.0253 -1.7253 0.194
H 0.3435 -0.7549 -1.2851 0.227
H 1.4126 -1.4364 -0.0358 0.181
```



5.
Entry from OMol25: C5H10S in the gas phase in a non-equilibrium geometry (wB97M-V/def2-TZVPD).

The HOMO energy is -0.2860 hartree. The lowest unoccupied orbital energy is 0.0364 Ha. Its orbital gap is 8.8 eV. As for the charge: 0. As for the SMILES: CSC=C(C)C.

```
16
Properties=species:S:1:pos:R:3:nbo_charge:R:1
C 0.8359 -0.2011 3.0303 -0.769
S 1.3864 -0.4173 1.3310 0.244
C -0.0595 0.0822 0.4614 -0.374
C -0.2472 0.0696 -0.8758 -0.023
C 0.7438 -0.4575 -1.8518 -0.645
C -1.4641 0.6145 -1.5844 -0.633
H 0.7122 0.8910 3.3314 0.221
H 1.6125 -0.7172 3.6781 0.240
H -0.1559 -0.7361 3.2414 0.222
H -0.8782 0.4030 1.1315 0.213
H 1.1089 0.3698 -2.5166 0.217
H 0.2155 -1.1605 -2.5545 0.217
H 1.6099 -0.9565 -1.4148 0.223
H -2.1022 -0.2177 -1.9732 0.215
H -2.1548 1.2292 -0.9430 0.218
H -1.1631 1.2045 -2.4908 0.216
```



6.
Entry from OMol25: C8H8BN in the gas phase in a non-equilibrium geometry (wB97M-V/def2-TZVPD).

The HOMO energy is -0.3653 hartree. The lowest unoccupied orbital energy is -0.0511 Ha. Its orbital gap is 8.5 eV. As for the charge: 0.

```
18
Properties=species:S:1:pos:R:3:nbo_charge:R:1
B 1.8492 1.1465 0.8940 -0.019
C 3.2375 -0.3207 -0.5775 0.205
C -2.0308 -1.2338 -0.4529 -0.161
C -1.1135 -1.7675 0.3934 -0.213
C -1.6978 0.0083 -0.9742 -0.219
C 0.1359 -1.2027 0.6058 -0.215
C -0.5261 0.5637 -0.7126 -0.212
C 0.5096 0.0112 0.0883 0.022
C 2.4743 0.8048 -0.4455 -0.279
N 3.8079 -1.3120 -0.5280 -0.238
H 2.2926 0.5610 1.7953 -0.010
H 1.3562 2.1627 1.0909 -0.006
H -3.0048 -1.6625 -0.6798 0.222
H -1.4476 -2.4974 1.0508 0.216
H -2.2810 0.5995 -1.5537 0.212
H 0.7059 -1.7378 1.3296 0.228
H -0.3360 1.5108 -1.2382 0.207
H 2.1564 1.4179 -1.3398 0.260
```



7.
Entry from OMol25: 11 unconnected molecules or ions with the total composition C27H47F5O21 in a non-equilibrium geometry (wB97M-V/def2-TZVPD).

The HOMO energy (spin up / spin down) is -0.4308 / -0.4308 hartree. The lowest unoccupied orbital energy (spin up / spin down) is -0.1122 / -0.3361 Ha. Its orbital gap (spin up / spin down) is 8.7 / 2.6 eV. The spin multiplicity is 2. As for the charge: +1.

```
100
Properties=species:S:1:pos:R:3:mulliken_spin:R:1
C -2.2929 3.9891 1.2543 0.000
C -3.0206 4.9832 2.0565 0.000
O -2.7233 4.5780 3.4227 0.000
C -2.1933 3.3620 3.4084 0.000
O -1.8135 2.7866 4.4190 0.000
O -2.0115 2.9209 2.1703 0.000
F -4.3083 4.9473 1.6780 0.000
H -1.4615 4.4741 0.7427 0.000
H -3.0079 3.6634 0.4989 0.000
H -2.5285 5.9407 1.8856 0.000
C -2.6993 -1.5065 -5.3982 0.000
C -1.8125 -2.7139 -5.1639 0.000
O -2.1403 -3.1489 -3.9130 0.000
C -3.2546 -2.6449 -3.5166 0.000
O -3.8819 -3.0758 -2.5131 0.000
O -3.6816 -1.6783 -4.3805 0.000
F -0.5460 -2.2605 -5.1487 0.000
H -3.1885 -1.5479 -6.3714 0.000
H -2.3288 -0.5100 -5.1579 0.000
H -1.9448 -3.5279 -5.8767 0.000
C 3.2695 -0.6711 -3.0261 0.000
C 3.9820 -1.2011 -4.2479 0.000
O 4.9889 -0.2669 -4.4378 0.000
C 4.3919 0.9566 -4.1906 0.000
O 4.8592 2.0303 -4.5907 0.000
O 3.4507 0.7660 -3.2464 0.001
F 3.2308 -1.2639 -5.3190 0.000
H 3.7555 -0.8417 -2.0655 -0.001
H 2.2261 -0.9807 -2.9663 0.000
H 4.4236 -2.1862 -4.0978 0.000
C 2.5503 -3.1350 3.3123 0.000
C 3.0514 -3.3166 4.7181 0.000
O 4.4246 -3.5141 4.4706 0.000
C 4.6108 -4.0350 3.2956 0.000
O 5.6725 -4.5070 2.8435 0.000
O 3.4421 -3.9696 2.5409 0.000
F 2.5114 -4.3495 5.2489 0.000
H 2.6689 -2.1335 2.8987 0.000
H 1.4943 -3.3858 3.2116 0.000
H 2.6765 -2.5977 5.4467 0.000
C -5.9953 0.8628 0.6295 0.000
C -5.2893 0.8247 -0.6812 0.000
O -6.1979 1.6383 -1.4418 0.000
C -7.4262 1.6151 -0.8436 0.000
O -8.4357 2.1570 -1.3261 0.000
O -7.3667 1.0978 0.3858 0.000
F -5.1441 -0.3488 -1.3663 0.000
H -5.5718 1.6647 1.2343 0.000
H -5.8101 -0.1078 1.0898 0.000
H -4.2938 1.2359 -0.5141 0.000
C 0.6168 -0.1228 0.4424 -0.003
C 0.1541 -0.6131 -0.9087 0.000
C -1.3613 -0.3755 -0.9746 0.000
O -1.7357 0.0518 0.3446 0.000
C -0.6217 -0.2587 1.2557 0.001
H 0.9124 0.9234 0.3627 0.003
H 1.3509 -0.7150 0.9887 0.000
H 0.3316 -1.6885 -0.9072 0.000
H 0.7150 -0.3266 -1.7983 0.000
H -1.8846 -1.3140 -1.1575 0.000
H -1.6668 0.3487 -1.7298 0.000
H -0.7073 -1.2762 1.6371 0.000
H -0.5722 0.3596 2.1520 0.000
C 3.7788 3.6380 0.8868 0.009
C 5.1145 4.3292 1.0096 0.000
C 5.6983 3.7731 -0.3064 0.013
O 5.2102 2.4438 -0.3666 0.725
C 4.1245 2.1856 0.5888 0.017
H 3.0377 4.0753 0.2177 0.007
H 3.2810 3.6071 1.8560 -0.005
H 5.6569 3.8831 1.8432 0.006
H 5.2776 5.4053 0.9513 0.000
H 6.7817 3.6531 -0.2957 0.063
H 5.4663 4.3213 -1.2195 0.080
H 4.6027 1.8166 1.4962 0.072
H 3.3262 1.5162 0.2684 0.010
C 0.4848 2.7929 -1.5404 0.001
O -0.2867 3.9280 -1.8700 0.000
H 0.3486 2.9235 -0.4669 0.000
H -0.1041 1.9328 -1.8590 0.000
H 1.5706 2.7626 -1.6311 -0.001
H -0.0577 4.3636 -2.6942 0.000
C 1.6615 -3.8329 -2.6694 0.000
O 2.9792 -4.1782 -3.0631 0.000
H 1.1970 -3.3149 -3.5084 0.000
H 1.1084 -4.7717 -2.7014 0.000
H 1.5971 -3.3770 -1.6814 0.000
H 2.8623 -4.9999 -3.5456 0.000
C -3.6493 -3.2645 2.6678 0.000
O -4.8941 -2.7253 3.0953 0.000
H -3.0469 -2.5339 2.1280 0.000
H -3.1845 -3.3727 3.6478 0.000
H -3.9015 -4.1814 2.1352 0.000
H -4.7960 -1.9299 3.6238 0.000
C -1.1849 -0.8505 5.2840 0.000
O -0.1562 -1.9353 5.1766 0.000
H -1.3588 -0.4050 6.2634 0.000
H -0.9917 -0.0228 4.6015 0.000
H -2.0805 -1.3361 4.8965 0.000
H -0.3150 -2.3802 6.0123 0.000
```